{
  "formula": "C26H50Cl4O2P2PtSi2",
  "method": "ωB97M-V/def2-TZVPD",
  "homo_lumo_gap_ev": [5.486, 3.873],
  "lumo_ev": [0.49, -4.03],
  "multiplicity": 5,
  "species": ["C", "H", "C", "H", "H", "H", "C", "C", "H", "H", "H", "C", "H", "H", "H", "H", "H", "H", "Cl", "H", "O", "C", "C", "H", "H", "H", "Cl", "Pt", "H", "H", "H", "C", "H", "H", "C", "H", "H", "C", "H", "H", "H", "C", "C", "H", "C", "H", "P", "H", "H", "C", "O", "C", "C", "P", "C", "Cl", "H", "H", "H", "H", "C", "H", "H", "H", "Cl", "C", "H", "H", "H", "H", "Si", "H", "H", "C", "H", "C", "C", "C", "H", "C", "Si", "H", "H", "C", "H", "C", "H"],
  "positions_angstrom": [[-2.743, -4.132, 1.394], [-2.140, -1.402, -2.822], [3.214, -2.592, -0.495], [3.336, -1.516, -0.647], [0.653, -0.560, -3.157], [2.020, -2.861, -2.277], [-1.979, -1.629, -1.762], [1.917, -4.661, -1.061], [-1.047, 0.940, -3.141], [0.970, -5.104, -1.390], [-1.378, 4.729, -0.995], [-0.969, -2.778, -1.616], [2.290, -0.574, -2.569], [2.883, 4.913, -1.823], [0.130, 4.245, 0.567], [-0.408, -0.035, 2.436], [-0.579, 4.639, -2.591], [1.804, 2.865, -2.579], [3.982, 0.484, 4.230], [-0.073, -4.317, -2.918], [1.459, -0.370, 1.400], [0.172, -3.065, 1.066], [-2.170, -1.163, 1.685], [-0.066, -2.924, 4.020], [-4.200, 1.397, 0.883], [0.359, 2.584, 3.717], [2.094, -1.821, -5.259], [0.789, -0.014, -0.661], [-0.164, 2.355, -3.740], [-1.648, -0.695, -1.272], [-1.282, 2.183, 4.301], [1.333, -0.032, -2.494], [1.134, 5.105, -1.665], [-2.581, -4.456, 0.359], [-1.331, 4.175, -1.939], [2.137, 4.795, -0.217], [-2.446, 5.024, 2.220], [-1.382, -0.017, 1.959], [-4.295, -1.317, 1.009], [2.717, -5.091, -1.681], [3.234, 2.439, 0.114], [-1.044, 2.029, -3.168], [-2.708, 4.102, 1.680], [-1.444, -3.586, -1.030], [-0.702, 2.873, 3.674], [-2.947, -1.894, -1.316], [0.401, 2.255, -0.734], [-3.643, 3.709, 2.101], [4.101, -3.097, -0.895], [1.978, -3.136, -1.207], [2.510, 1.569, 1.986], [1.998, 4.560, -1.278], [-0.562, -3.339, -2.987], [0.466, -2.282, -0.560], [0.147, 3.169, 0.812], [1.192, -0.214, 4.614], [-2.302, 4.294, -2.438], [-1.894, 2.227, -1.195], [-1.472, -3.458, -3.592], [0.970, -2.682, 1.733], [-3.439, -0.686, 1.238], [-2.675, -5.013, 2.050], [-3.757, -3.717, 1.479], [1.059, 2.986, 1.410], [2.994, -2.063, 3.248], [-1.133, -3.072, 3.804], [-0.809, 3.892, 4.076], [-1.709, -2.336, 4.381], [1.510, 0.960, -2.927], [3.159, -2.783, 0.585], [-1.497, -2.875, 1.980], [-1.425, -4.078, 4.132], [3.197, 1.301, -1.248], [1.901, 3.050, -1.496], [-2.876, 4.343, 0.623], [2.604, -0.329, 3.517], [3.170, 2.364, -0.982], [-1.072, 2.671, -1.780], [2.107, -4.960, -0.022], [-3.390, 0.732, 1.179], [-1.356, 2.837, 1.923], [0.115, -2.663, -3.533], [-1.932, 2.348, -3.724], [2.186, 0.392, 2.165], [0.325, -4.153, 0.959], [-2.096, 1.155, 1.603], [4.045, 2.854, -1.430]],
  "atomic_forces_ev_per_a": [[-0.1290, -0.3196, 0.0818], [-0.0257, -0.0261, 0.1237], [0.1402, -0.0649, -0.0194], [-0.0265, -0.0713, 0.0562], [-0.5127, -0.2044, -0.0136], [0.0162, -0.1337, 0.3550], [-0.2612, 0.3645, 0.0008], [0.3606, -0.0793, -0.2381], [0.0255, 0.0790, 0.0798], [0.1682, 0.1052, 0.1468], [0.1225, -0.1642, -0.1822], [0.0678, -0.6260, 0.1490], [0.0274, 0.0463, -0.4056], [-0.1182, 0.0892, 0.1560], [0.0289, -0.1909, 0.1640], [-0.2739, -0.0144, -0.1929], [-0.2065, -0.1216, 0.1643], [0.0606, 0.0954, 0.2699], [0.0353, -0.0836, 0.0934], [-0.1051, 0.2637, -0.0461], [1.8836, 0.8247, 1.1669], [0.1458, -0.3558, 0.1516], [-1.1303, -0.4169, -0.2158], [-0.2796, -0.0454, 0.0008], [0.1863, -0.2138, 0.0551], [-0.3127, 0.0824, 0.0250], [0.0477, 0.0563, 0.0590], [-2.5517, 0.0849, 3.6833], [-0.2056, -0.0687, 0.1003], [-0.1828, -0.3905, -0.1161], [0.1555, 0.2182, -0.0218], [3.0046, 0.2937, -3.9333], [0.1621, -0.0491, 0.1928], [-0.1263, 0.0378, 0.2597], [-0.2314, 0.0622, -0.1930], [-0.0227, 0.0148, -0.2079], [-0.1665, -0.1240, -0.2217], [-0.5069, -0.7090, 0.0762], [0.1794, 0.2095, -0.0283], [-0.1655, -0.0679, 0.1785], [0.0555, -0.0050, -0.4149], [-0.0210, 0.0431, -0.1036], [-0.0047, 0.2445, 0.0622], [0.1644, 0.2311, -0.4300], [-0.0406, 0.0779, 0.2130], [0.2019, 0.0795, -0.1557], [-0.0394, 0.8188, 0.3879], [0.1701, 0.1550, -0.0677], [-0.0494, 0.0742, 0.1274], [-0.5256, -0.1636, -0.0307], [-0.2670, -1.7790, 0.5764], [0.2304, 0.0305, -0.1752], [-0.1282, 0.0014, -0.1941], [-0.2280, -0.8686, 0.5655], [0.0802, 0.6354, -0.0165], [0.2491, -0.0616, -0.1279], [0.1258, 0.0874, 0.0872], [0.0979, 0.0779, -0.1218], [0.2550, -0.0385, 0.0553], [-0.4526, -0.1844, -0.3395], [1.7131, -1.9696, 0.6125], [-0.1331, 0.0953, -0.2686], [0.1883, -0.1804, -0.0198], [-0.4150, 0.0615, -0.2702], [-0.0245, 0.5412, 0.2087], [0.0146, -0.1579, 0.2104], [0.1188, -0.2911, 0.0175], [0.1358, -0.2091, -0.0783], [0.0129, -0.4159, -0.1504], [0.0539, 0.0651, -0.2807], [0.2014, 0.8062, -0.4115], [0.1336, 0.1813, 0.0845], [0.0207, 0.2440, 0.0739], [-0.3259, 0.0927, -0.1736], [-0.0281, -0.0253, 0.2210], [-0.1890, 0.0447, -0.3575], [0.1500, 0.0628, 0.0392], [0.0998, 0.2547, 0.1591], [-0.0727, 0.0585, -0.2363], [1.9797, 2.2566, 0.5069], [-0.0880, -0.4603, -0.3585], [-0.3117, -0.1988, 0.1966], [0.0989, -0.0342, 0.0375], [-0.4151, 0.4818, -1.0761], [0.0136, 0.1625, 0.0816], [-1.9812, 0.7820, -0.5343], [-0.1017, -0.0910, 0.1151]]
}



{
  "formula": "C2HFIO2",
  "method": "ωB97M-V/def2-TZVPD",
  "homo_lumo_gap_ev": 5.259,
  "lumo_ev": 2.84,
  "multiplicity": 1,
  "total_charge": -1,
  "e_above_lowest_kcal_mol": 30.12,
  "species": ["C", "O", "F", "C", "H", "I", "O"],
  "positions_angstrom": [[1.302, -2.149, 0.616], [2.211, -1.486, 0.371], [-1.709, 1.080, -1.454], [-1.223, 1.228, -0.117], [-0.333, 0.655, -0.231], [-0.659, 3.459, -0.069], [0.411, -2.787, 0.884]],
  "atomic_forces_ev_per_a": [[1.8083, 1.7219, -0.4177], [0.8709, 0.4335, -0.3151], [-0.2484, 0.0409, -0.1389], [-2.0446, -0.0159, 0.0801], [1.8832, -0.0037, 0.0758], [0.4347, -0.0537, -0.0125], [-2.7040, -2.1230, 0.7284]]
}



{
  "formula": "C11H31ClI2N3P2V",
  "method": "ωB97M-V/def2-TZVPD",
  "homo_lumo_gap_ev": [5.174, 5.860],
  "lumo_ev": [-8.08, -7.39],
  "multiplicity": 3,
  "total_charge": 2,
  "e_above_lowest_kcal_mol": 14.01,
  "species": ["H", "N", "H", "H", "C", "C", "H", "H", "H", "H", "H", "H", "C", "H", "H", "H", "H", "I", "H", "H", "H", "C", "H", "V", "H", "H", "H", "C", "Cl", "H", "N", "H", "C", "C", "H", "N", "H", "P", "H", "C", "H", "P", "H", "C", "I", "H", "H", "H", "C", "C", "H"],
  "positions_angstrom": [[-2.484, 0.203, 0.951], [0.572, -2.675, 1.120], [-0.462, -3.883, 2.518], [2.169, -1.669, 2.101], [-0.241, -0.385, 3.151], [3.345, 1.236, -2.587], [2.904, -0.847, -0.395], [0.608, -1.525, -0.815], [-2.482, -2.322, 1.542], [-2.459, 3.104, 0.654], [-2.944, 0.295, -3.086], [-4.065, 0.253, 0.116], [-0.104, -1.479, 0.945], [2.665, -2.799, 0.817], [2.675, 0.218, 1.026], [-2.852, -1.032, 2.720], [-2.777, -0.842, -0.453], [0.072, -0.402, -7.310], [-4.037, 2.898, -0.176], [-4.305, 1.261, -2.459], [-1.078, -3.917, 0.813], [3.074, 2.949, -0.287], [4.206, 0.244, 0.128], [-0.003, 1.077, -0.566], [-0.211, -1.117, 3.976], [2.836, 3.800, -0.929], [4.155, 2.886, -0.143], [-3.224, 1.249, -2.631], [0.063, 2.461, 1.197], [-0.812, 0.492, 3.482], [0.080, -0.873, -0.212], [0.464, -4.735, 1.219], [-2.953, 2.961, -0.310], [1.943, -2.632, 1.627], [2.053, -3.419, 2.383], [-0.889, -0.953, 1.970], [4.428, 1.245, -2.421], [-2.307, 1.455, -1.092], [-2.700, 3.809, -0.951], [3.122, 0.141, 0.028], [3.072, 0.285, -3.052], [2.403, 1.438, -1.048], [2.580, 3.105, 0.674], [-2.079, -1.741, 2.385], [0.072, 2.290, -7.614], [3.087, 2.041, -3.280], [-1.837, -2.421, 3.226], [-2.951, 2.057, -3.315], [-0.180, -3.871, 1.443], [-2.986, 0.144, -0.022], [0.778, -0.057, 2.943]],
  "atomic_forces_ev_per_a": [[-0.2323, 0.0144, -0.2428], [-0.0694, 0.0234, -0.6803], [0.0875, -0.3621, -0.5784], [-0.0502, -0.3113, -0.0360], [0.4150, -0.0443, 0.4699], [-0.4645, -0.0614, -0.4212], [0.1047, 0.1783, 0.1598], [-0.2345, 0.4685, 0.2338], [0.1023, 0.2481, 0.3708], [-0.2041, -0.0135, -0.1531], [-0.0871, 0.1100, -0.0479], [0.1060, 0.1691, -0.1558], [0.8349, -0.7826, 0.2886], [-0.0223, -0.0955, 0.3127], [0.1166, -0.0587, -0.1495], [0.2378, -0.2745, -0.0662], [-0.0897, 0.2006, 0.0570], [-0.0005, 0.6460, -0.0386], [0.1316, -0.0512, -0.1336], [0.2097, 0.0538, 0.1418], [0.2713, -0.1877, 0.2516], [-0.4636, 0.2373, -0.0586], [-0.1467, 0.1685, -0.1443], [0.4066, 0.6171, 1.2627], [0.0875, 0.2150, -0.2431], [0.0994, 0.0310, 0.0723], [-0.1237, -0.1319, -0.1659], [0.4439, 0.0290, -0.4786], [-0.0355, -0.8027, -0.7076], [0.1192, -0.2379, -0.0829], [0.1989, -0.6330, 0.9576], [-0.3705, 0.2964, 0.0867], [0.3918, 0.2469, -0.1429], [0.5803, 0.1641, -0.2367], [0.0280, 0.2293, -0.1778], [-1.0772, 0.4433, -0.5438], [-0.2396, 0.0582, 0.2344], [-1.9557, 0.1560, 0.2021], [-0.1542, 0.0502, 0.1261], [-0.3777, -0.2221, 0.0525], [0.0601, 0.0871, -0.0487], [1.6772, 0.1774, 0.1947], [0.1750, 0.0192, -0.0997], [-0.1433, -0.0581, -0.1144], [0.0001, -0.6441, 0.1041], [0.0515, -0.0930, 0.0121], [-0.1521, 0.3208, -0.4559], [-0.1312, -0.1111, -0.0549], [-0.3358, -0.2996, 0.7741], [0.3057, -0.2228, 0.1604], [-0.0811, 0.0402, -0.0666]]
}